Below is 3 unconnected molecules or ions with the total composition C27H49F3N3O4S, with properties calculated with the ωB97M-V functional and the def2-TZVPD basis.

Computed properties:
- total charge = +1
- E_tot (hartree) = -2220.37293
- 2S+1 = 3

Each line ends with the Löwdin charge.
Element x y z (Å)
C: -2.197020 -2.503039 -5.431426  0.126
C: -1.750243 -2.072183 -4.145464  -0.243
S: -1.147940 -0.825724 -2.828178  1.053
C: -2.214213 -0.993670 -1.293422  -0.236
C: -3.683609 -0.290848 -1.509922  -0.300
O: -4.775185 -1.005058 -1.119241  0.006
N: -3.951021 1.056173 -2.145863  -0.192
C: -2.866773 2.070587 -1.856578  -0.111
C: -4.226598 0.895679 -3.627443  -0.088
C: 0.676670 -1.242247 -2.444108  -0.225
C: 1.534422 0.099930 -2.946733  -0.208
O: 0.834511 1.255884 -2.294402  -0.121
C: 1.474381 0.342071 -4.567774  -0.148
F: 0.951827 -0.838193 -5.337343  0.000
F: 0.512725 1.483894 -4.784522  0.013
F: 2.831270 0.628435 -5.162249  0.025
H: -2.548064 -2.896664 -6.502245  0.111
H: -2.309910 -2.136634 -1.038496  0.137
H: -1.726203 -0.451658 -0.349448  0.145
H: -2.327018 1.872030 -0.812145  0.106
H: -2.029709 1.924849 -2.680961  0.073
H: -3.221000 3.200553 -1.964576  0.125
H: -3.829555 -0.167663 -3.996932  0.079
H: -5.392632 0.879508 -3.882541  0.120
H: -3.766691 1.737373 -4.300164  0.112
H: 1.034520 -2.202792 -3.018040  0.137
H: 0.841891 -1.390777 -1.276676  0.126
H: 2.651151 0.090704 -2.570918  0.181
H: 0.886166 1.121937 -1.284438  0.143
C: -3.924925 3.905319 5.435676  -0.036
C: -3.069405 3.486692 4.208684  -0.474
C: -2.948964 4.665399 3.210914  -0.146
C: -4.200524 4.911397 2.392558  -0.186
C: -4.635689 3.632460 1.681484  -0.137
C: -4.817610 2.434079 2.649789  -0.467
N: -3.651126 2.246652 3.584450  -0.012
O: -2.621027 1.629759 2.847764  -0.060
C: -6.130904 2.632785 3.459792  -0.041
C: -5.117902 1.157951 1.793353  -0.044
C: -1.653729 3.255865 4.839373  -0.049
H: -3.887299 3.138373 6.220548  0.094
H: -3.541712 4.835824 5.871460  0.091
H: -4.969214 4.095592 5.214952  0.052
H: -2.115582 4.480484 2.516206  0.121
H: -2.685213 5.591374 3.748282  0.128
H: -5.006147 5.291795 3.032360  0.110
H: -4.010048 5.692159 1.649448  0.116
H: -5.564298 3.824192 1.134624  0.127
H: -3.878590 3.387584 0.921141  0.105
H: -6.177786 1.950607 4.312647  0.095
H: -7.013382 2.433715 2.840482  0.087
H: -6.268000 3.654864 3.817872  0.061
H: -4.328816 0.943300 1.064068  0.044
H: -6.037611 1.281607 1.210131  0.090
H: -5.248627 0.275205 2.430893  0.094
H: -1.657263 2.399543 5.525318  0.087
H: -1.336442 4.134141 5.415760  0.088
H: -0.878440 3.086729 4.083501  0.072
C: 6.988096 -4.213808 -1.588613  -0.034
C: 6.150443 -2.911985 -1.461052  -0.472
C: 6.718941 -2.016251 -0.332393  -0.143
C: 6.385141 -2.498243 1.065064  -0.184
C: 4.878305 -2.687584 1.220839  -0.136
C: 4.270845 -3.619313 0.139311  -0.467
N: 4.699988 -3.260218 -1.259363  -0.002
O: 3.944597 -2.138082 -1.652508  -0.078
C: 4.660667 -5.090487 0.461829  -0.039
C: 2.714690 -3.617510 0.314060  -0.052
C: 6.429350 -2.188952 -2.822896  -0.045
H: 6.697368 -4.781714 -2.482259  0.094
H: 8.054209 -3.976337 -1.686656  0.093
H: 6.915804 -4.883033 -0.738686  0.053
H: 6.334593 -0.990842 -0.442631  0.124
H: 7.814065 -1.932953 -0.429977  0.130
H: 6.917232 -3.432094 1.283875  0.111
H: 6.736829 -1.769696 1.802367  0.119
H: 4.667288 -3.077896 2.221468  0.127
H: 4.400853 -1.697137 1.172502  0.122
H: 4.465243 -5.748117 -0.389204  0.095
H: 4.080793 -5.478673 1.307404  0.088
H: 5.703261 -5.205525 0.764197  0.064
H: 2.282382 -2.613434 0.239692  0.050
H: 2.428264 -3.993191 1.303062  0.088
H: 2.231709 -4.257935 -0.433854  0.088
H: 6.008585 -2.750515 -3.666356  0.087
H: 7.508277 -2.094564 -2.999718  0.091
H: 6.022307 -1.171818 -2.850786  0.072

Force components x, y, z for each atom (eV/Å):
C 3.217 3.426 8.790
C -2.894 -2.127 -8.521
S -0.404 -1.251 -1.981
C -0.817 -0.634 1.664
C -6.751 -2.590 0.896
O 7.630 4.222 -2.524
N 1.929 -1.586 0.843
C 1.877 0.213 -0.724
C -1.164 -1.145 -1.638
C 1.962 -0.424 -0.146
C -0.683 0.314 1.242
O 0.991 -1.929 0.776
C -0.244 0.750 -2.067
F 1.617 3.912 2.670
F 3.511 -3.970 0.065
F -5.098 -0.788 2.169
H 0.945 0.826 3.049
H -0.159 2.373 -0.512
H -0.537 -1.029 -2.326
H -1.572 0.617 -2.096
H -1.323 0.555 1.626
H 0.430 -2.669 0.497
H -0.720 2.354 0.558
H 2.538 0.100 0.904
H -0.594 -1.557 1.663
H -1.018 1.810 1.168
H -0.546 0.356 -2.543
H -2.201 -0.507 -1.029
H 0.265 0.258 -2.284
C -0.177 -0.020 -0.006
C 0.406 0.963 1.853
C 0.171 -0.011 -0.208
C -0.287 -0.027 -0.020
C 0.475 0.082 0.204
C -2.049 -0.448 -0.433
N 3.657 -0.555 -3.750
O -2.724 1.198 2.179
C 0.014 0.273 0.150
C 0.784 0.057 0.251
C -0.141 -0.533 -0.607
H 0.014 0.089 -0.263
H 0.126 -0.223 -0.183
H -0.059 -0.053 -0.100
H -0.103 -0.191 0.179
H -0.034 -0.462 0.080
H 0.065 -0.078 -0.062
H -0.020 -0.038 0.083
H -0.038 -0.283 0.159
H -0.054 -0.137 0.195
H 0.089 0.085 -0.051
H 0.344 -0.064 -0.060
H 0.120 -0.131 0.064
H -0.004 0.072 0.300
H 0.146 0.252 0.286
H 0.093 0.182 -0.070
H -0.076 0.129 -0.208
H -0.400 -0.073 -0.168
H -0.284 -0.086 0.069
C -0.066 -0.162 0.098
C 1.884 -0.553 -1.095
C -0.124 0.282 0.067
C -0.058 -0.240 0.165
C 0.213 0.350 -0.374
C -0.818 -1.494 1.325
N -1.816 5.043 0.141
O 1.565 -3.197 0.599
C 0.290 -0.034 -0.005
C 0.221 0.461 -0.605
C -0.793 0.131 0.248
H -0.037 0.174 0.204
H -0.283 0.165 -0.051
H -0.092 0.002 0.076
H -0.086 -0.229 -0.143
H -0.385 -0.172 -0.251
H -0.086 0.075 -0.029
H -0.017 -0.083 -0.075
H -0.172 -0.182 -0.223
H -0.017 -0.198 -0.155
H 0.067 0.103 0.020
H -0.033 0.296 -0.190
H -0.091 0.049 -0.177
H 0.216 -0.076 -0.128
H 0.390 -0.015 -0.180
H 0.141 0.085 0.061
H 0.015 0.077 0.229
H -0.215 -0.233 0.317
H -0.057 -0.272 0.081